Entry from OMol25: one molecule with the formula C4H8N2O in a non-equilibrium geometry (ωB97M-V/def2-TZVPD).

Structure (XYZ):
```
15
Properties=species:S:1:pos:R:3:forces:R:3
N -1.25527 -0.80881 2.58144 0.565 0.579 -0.760
C -0.66519 -0.20497 1.79039 -0.536 -0.546 0.641
C 0.07637 0.50312 0.72449 -0.145 -0.010 -0.032
N 1.05923 1.40517 1.30623 0.185 -0.028 -0.073
C 0.59665 -0.51464 -0.30974 0.068 0.021 -0.030
C -0.46171 -0.84592 -1.36655 0.104 -0.300 0.063
O -1.12947 0.32091 -1.82144 -0.265 0.057 -0.050
H -0.64946 1.13133 0.19772 0.088 -0.048 0.196
H 1.93036 0.92039 1.49658 -0.083 0.020 0.083
H 1.26337 2.13638 0.63489 0.039 -0.026 0.080
H 0.92169 -1.43955 0.18091 0.003 0.136 -0.072
H 1.47676 -0.07606 -0.79267 -0.164 0.045 0.011
H -1.18732 -1.56721 -0.97500 0.095 0.042 0.009
H 0.02715 -1.30234 -2.23280 -0.078 -0.006 0.121
H -2.00315 0.34221 -1.41447 0.125 0.065 -0.187
```
Positions in Å, forces in eV/Å.

Summary:
* total energy: -9304.6586 eV
* gap between HOMO and LUMO: 10.82 eV
* LUMO energy: 0.70 eV
* HOMO energy: -0.372 Eh
* structure (SMILES): N#C[C@@H](N)CCO
* maximum force: 1.1 eV/Å
* energy above the lowest of the compared OMol25 structures with the same formula, charge and spin: 40.0 kcal/mol

These are the Mulliken partial charges, in e, on atoms 1 to 4: number 1, N, carries -0.46; number 2, C, carries 0.13; number 3, C, carries 0.30; number 4, N, carries -0.71